No. 1
This record from the Open Molecules 2025 dataset describes a structure of composition C16H26CaN7O6. The level of theory is the ωB97M-V functional and the def2-TZVPD basis.

```
56
Properties=species:S:1:pos:R:3:forces:R:3:nbo_charge:R:1
Ca 0.32219 0.52060 0.49343 -0.16 -0.36 0.02 1.784
O -2.28995 1.12689 -0.47802 0.15 -0.03 0.06 -0.789
C -2.22221 2.50279 -0.84948 0.01 0.00 -0.02 -0.075
C -0.94805 2.84187 -1.60981 0.00 -0.04 0.03 -0.243
N 0.25989 2.66611 -0.80929 0.03 0.11 -0.06 -0.506
C 0.38558 3.72488 0.20483 0.01 -0.07 0.01 -0.358
C -0.33105 3.42611 1.53705 0.00 0.03 0.05 0.773
O -0.79522 4.37662 2.16178 -0.01 0.01 0.00 -0.702
O -0.33241 2.19800 1.89040 -0.03 0.10 0.03 -0.905
C 1.46933 2.57468 -1.63759 -0.02 -0.05 0.01 -0.343
C 2.69124 2.07808 -0.82645 0.02 -0.06 0.08 0.774
O 3.78660 2.54969 -1.10223 0.04 0.03 -0.02 -0.684
O 2.42736 1.18368 0.05301 0.02 0.09 -0.09 -0.902
H -1.70503 0.60812 -1.06930 -0.10 0.05 -0.10 0.485
H -2.30162 3.09262 0.06439 -0.01 0.00 0.00 0.201
H -3.08027 2.75605 -1.48294 0.00 0.00 -0.02 0.158
H -1.02983 3.87420 -1.98595 0.00 0.01 0.00 0.177
H -0.87370 2.18441 -2.48122 -0.01 0.01 0.00 0.201
H 0.04041 4.68990 -0.18285 -0.01 0.01 -0.01 0.188
H 1.44301 3.83179 0.45737 0.00 -0.01 0.00 0.234
H 1.72072 3.52589 -2.12049 0.00 0.03 0.03 0.186
H 1.29250 1.82934 -2.41956 0.00 0.02 -0.01 0.213
C -1.84270 -1.54869 2.26672 0.02 0.03 0.00 -0.230
C -1.15868 -0.48684 3.14893 -0.02 -0.03 -0.01 -0.241
N 0.26968 -0.39016 2.88700 0.10 0.12 0.04 -0.694
C 1.10282 -1.55238 3.15945 0.01 0.00 -0.03 -0.231
C 2.18686 -1.71420 2.08600 -0.02 0.03 0.02 -0.228
N 1.65561 -1.63977 0.73235 0.03 -0.01 -0.06 -0.690
C 0.94634 -2.79700 0.21200 0.00 0.01 0.02 -0.232
C -0.48386 -2.95834 0.74673 0.01 0.02 -0.01 -0.226
N -1.21433 -1.69858 0.94891 -0.05 0.02 0.04 -0.686
H -1.85384 -2.51578 2.78049 0.00 0.00 0.00 0.168
H -2.88687 -1.25255 2.14921 0.00 0.00 -0.01 0.207
H -1.56439 0.49980 2.92177 0.00 0.00 0.02 0.247
H -1.39384 -0.70840 4.20094 0.00 -0.01 0.01 0.163
H 0.63106 0.46382 3.29538 -0.01 0.00 0.02 0.404
H 1.58885 -1.50129 4.14181 -0.01 0.00 0.00 0.184
H 0.46810 -2.43765 3.18615 -0.01 -0.01 0.00 0.181
H 2.89893 -0.89143 2.18453 0.01 -0.01 -0.01 0.220
H 2.73404 -2.65135 2.27276 0.00 -0.01 0.00 0.167
H 2.38561 -1.36244 0.08262 0.02 -0.01 0.02 0.421
H 0.90407 -2.67499 -0.86717 0.01 0.00 -0.02 0.222
H 1.48476 -3.73904 0.40251 0.00 0.00 0.01 0.168
H -1.01785 -3.61113 0.04800 -0.01 0.01 0.00 0.195
H -0.46385 -3.49595 1.69577 0.01 -0.01 0.01 0.175
H -1.89556 -1.56746 0.21548 -0.01 -0.01 0.01 0.387
N -1.96650 -1.28380 -3.01702 -0.02 -0.01 -0.01 -0.836
C -0.66025 -1.10119 -2.64747 0.03 -0.02 0.04 0.684
O -0.41579 -0.37372 -1.64753 -0.01 0.03 -0.07 -0.814
C 0.34443 -1.77292 -3.37674 0.06 -0.04 0.00 -0.579
C -0.00745 -2.57165 -4.48911 0.01 0.08 0.03 0.320
N -0.38037 -3.19179 -5.39068 -0.01 -0.03 0.01 -0.421
C 1.69667 -1.66213 -2.97025 -0.03 -0.02 -0.12 0.310
N 2.79997 -1.60125 -2.63647 -0.01 0.00 0.08 -0.387
H -2.64880 -0.65549 -2.62830 0.01 0.02 0.00 0.397
H -2.17234 -1.71658 -3.90183 0.00 0.00 0.00 0.407
```
Positions in Å, forces in eV/Å.

Summary:
Net charge   -1
Total energy   -2137.9382 hartree
HOMO energy   -5.827 eV
Relative energy (zero: lowest compared OMol25 entry of this formula, charge and spin)   50.7 kJ/mol


No. 2
This record from the Open Molecules 2025 dataset describes the ion C16H26Cl2NO with charge +1. The level of theory is the ωB97M-V functional and the def2-TZVPD basis.

```
46
Properties=species:S:1:pos:R:3:forces:R:3:nbo_charge:R:1
C -2.00730 2.06366 3.73199 -0.07 -0.03 0.11 -0.633
C -1.37125 1.08393 2.79971 0.06 0.04 -0.07 -0.020
C -0.24955 0.35734 3.18488 -0.18 0.07 -0.18 -0.155
C 0.34698 -0.56134 2.34269 0.18 -0.26 -0.19 -0.308
C -0.16526 -0.78637 1.06915 -0.37 0.19 -0.02 0.373
O 0.34831 -1.63042 0.12963 -0.17 0.30 0.08 -0.552
C 1.39343 -2.54823 0.43239 0.56 -0.34 -0.27 -0.061
C 2.75023 -2.08123 -0.11305 -0.18 0.00 0.28 -0.236
C 3.27510 -0.85127 0.62395 -0.14 -0.14 -0.28 -0.609
C 3.75298 -3.22766 -0.01674 -0.24 0.14 -0.13 -0.607
C -1.30753 -0.07172 0.67231 0.17 -0.24 -0.08 -0.095
C -1.91705 -0.32247 -0.67670 -0.09 -0.43 0.65 -0.252
N -1.50822 0.69091 -1.69649 -0.25 0.40 0.10 -0.441
C -0.03530 0.80954 -1.83739 0.75 0.22 -0.01 -0.262
C 0.53710 1.88532 -0.92303 -0.05 0.14 0.10 -0.387
Cl -0.40420 3.40804 -1.10707 0.30 -0.15 0.05 -0.033
C -2.19028 0.45893 -2.99285 -0.43 0.06 -0.59 -0.237
C -2.43174 1.77668 -3.71174 -0.09 0.10 0.23 -0.387
Cl -3.42910 2.83507 -2.64755 0.00 -0.18 -0.32 -0.030
C -1.88897 0.84761 1.53537 0.21 -0.15 0.08 -0.206
H -2.59726 1.53469 4.47999 -0.07 0.04 0.08 0.233
H -1.25143 2.64251 4.25753 0.00 0.09 0.04 0.229
H -2.66655 2.74295 3.19842 -0.04 0.08 0.02 0.220
H 0.16912 0.51330 4.16725 0.07 0.02 0.12 0.226
H 1.21811 -1.09121 2.68934 0.11 -0.05 0.00 0.232
H 1.10645 -3.47663 -0.07250 0.03 0.08 0.13 0.201
H 1.45064 -2.74976 1.50314 -0.04 0.00 0.01 0.185
H 2.60868 -1.82350 -1.16960 -0.05 -0.05 0.02 0.193
H 4.19376 -0.50508 0.15775 0.11 0.08 -0.01 0.224
H 3.49765 -1.09533 1.65994 0.02 0.02 0.17 0.209
H 2.55384 -0.03626 0.60283 -0.04 0.14 0.06 0.195
H 3.89089 -3.52687 1.01943 0.06 -0.06 0.14 0.210
H 3.41218 -4.09141 -0.58169 0.02 -0.14 -0.05 0.215
H 4.71534 -2.91696 -0.41330 0.12 -0.02 -0.01 0.224
H -3.00465 -0.28231 -0.59478 0.07 0.07 -0.17 0.234
H -1.61136 -1.30547 -1.03976 -0.10 0.15 -0.15 0.247
H -1.83416 1.63118 -1.37880 0.01 -0.41 0.01 0.491
H 0.41945 -0.15461 -1.59481 -0.11 0.07 -0.08 0.266
H 0.19364 1.06871 -2.87139 -0.11 -0.03 0.03 0.227
H 1.56968 2.09831 -1.19655 -0.10 -0.05 -0.01 0.251
H 0.48151 1.60629 0.12744 0.04 0.08 -0.10 0.244
H -1.59137 -0.21743 -3.60610 0.04 0.03 0.11 0.238
H -3.15459 -0.01356 -2.79823 0.13 0.01 0.08 0.240
H -2.98592 1.61516 -4.63481 0.08 -0.01 0.09 0.257
H -1.50966 2.31569 -3.92499 -0.05 0.01 -0.01 0.232
H -2.77238 1.38127 1.21477 -0.16 0.10 -0.04 0.214
```
Positions in Å, forces in eV/Å.

Summary:
Structure (SMILES)   Cc1ccc(OCC(C)C)c(C[NH+](CCCl)CCCl)c1
Net charge   +1
Total energy   -1675.4345 hartree
HOMO energy   -11.520 eV
Relative energy (zero: lowest compared OMol25 entry of this formula, charge and spin)   0.0 kJ/mol


No. 3
This record from the Open Molecules 2025 dataset describes a cluster of 2 separate species, C16H26Cl5O4P in total in a non-equilibrium geometry. The level of theory is the ωB97M-V functional and the def2-TZVPD basis.

```
52
Properties=species:S:1:pos:R:3:forces:R:3:nbo_charge:R:1
C 6.18548 0.18064 2.32163 -0.68 -0.65 -0.41 -0.743
C 6.28023 1.54643 1.68168 -1.13 -1.89 -0.62 0.800
O 6.96478 2.34759 2.16733 2.06 2.81 1.63 -0.539
O 5.54103 1.87055 0.59249 0.25 -0.65 -0.42 -0.521
C 5.64897 0.93731 -0.49060 -1.09 0.18 -0.91 -0.068
C 4.22871 0.59269 -0.97213 0.31 -0.39 0.31 -0.424
C 4.14132 -0.76357 -1.70225 0.01 0.24 0.38 -0.400
C 3.01663 -1.67591 -1.17922 0.56 -0.39 -0.79 -0.390
C 1.74436 -1.58012 -2.01745 -0.09 0.06 0.22 -0.388
C 0.55481 -2.34068 -1.39786 0.30 1.17 0.33 -0.403
C -0.23247 -1.39354 -0.46889 -0.61 0.05 -0.67 -0.396
C -1.73168 -1.74878 -0.36921 0.32 0.35 0.65 -0.680
P -2.48731 -0.45022 0.73858 0.70 0.11 0.50 0.755
C -3.87337 -1.21886 1.74694 0.93 0.16 -0.16 -0.807
C -3.54481 -0.89337 3.19065 1.32 -0.72 -1.66 0.793
O -4.32503 -0.37051 3.87351 -2.41 1.37 2.20 -0.527
O -2.29863 -1.20504 3.67342 0.35 -0.07 -0.29 -0.737
C -3.18075 0.81149 -0.40250 1.43 -0.44 1.09 -0.370
Cl -2.23887 2.29514 -0.48140 -0.01 -0.33 0.18 0.007
C -4.25201 0.72281 -1.13434 -1.30 -0.09 -1.30 0.011
C -4.81289 1.77664 -2.01743 -0.65 0.14 0.04 -0.674
Cl -5.17822 -0.76346 -1.13110 0.10 0.20 -0.16 -0.001
H 5.53220 -0.51988 1.79868 0.04 0.04 -0.02 0.211
H 5.78822 0.30091 3.32660 -0.02 0.20 0.04 0.249
H 7.16962 -0.26514 2.42944 0.14 0.10 -0.11 0.242
H 6.22896 0.04706 -0.24582 -0.10 0.02 0.31 0.176
H 6.15290 1.42858 -1.32501 0.34 0.13 0.23 0.187
H 3.61224 0.55296 -0.07139 -0.11 0.04 -0.06 0.205
H 3.87230 1.41943 -1.58222 -0.15 0.03 0.01 0.213
H 4.01728 -0.63133 -2.77709 0.01 0.04 -0.07 0.206
H 5.09671 -1.27716 -1.57357 0.02 -0.06 -0.02 0.196
H 2.84589 -1.51100 -0.11440 -0.13 0.08 0.01 0.196
H 3.39253 -2.69725 -1.29287 -0.18 -0.13 0.25 0.199
H 1.96521 -1.93655 -3.02579 0.05 -0.13 0.03 0.203
H 1.47943 -0.52556 -2.13258 -0.09 0.03 -0.05 0.193
H -0.11723 -2.69580 -2.17725 0.06 -0.27 0.02 0.205
H 0.95726 -3.15169 -0.78991 -0.25 -0.39 -0.27 0.204
H 0.20574 -1.33268 0.52585 0.01 -0.08 0.07 0.209
H -0.20241 -0.37860 -0.87607 0.24 0.04 -0.02 0.197
H -2.20722 -1.75856 -1.34804 -0.01 -0.18 -0.04 0.226
H -1.80072 -2.72519 0.11245 -0.42 -0.05 -0.02 0.228
H -4.84736 -0.79628 1.53514 -0.13 -0.19 -0.08 0.263
H -3.85340 -2.30243 1.63485 -0.12 -0.04 -0.25 0.258
H -1.68899 -0.53246 3.32532 0.06 -0.33 -0.09 0.505
H -5.85989 1.90759 -1.73495 -0.07 0.05 -0.16 0.238
H -4.31593 2.73235 -1.89705 0.13 -0.04 0.07 0.245
H -4.78370 1.49798 -3.07022 0.03 -0.17 0.00 0.238
Cl -6.32365 4.81029 0.47530 -0.02 -0.02 0.02 0.020
C -7.00896 3.31917 1.12552 0.05 -0.01 -0.07 -0.282
Cl -8.22381 2.66035 0.02502 0.00 0.01 0.04 0.015
Cl -5.73987 2.13394 1.43277 -0.07 0.06 0.10 0.022
H -7.49360 3.54973 2.06550 0.01 -0.01 -0.02 0.232
```
Positions in Å, forces in eV/Å.

Summary:
Structure (SMILES)   CC(=O)OCCCCCCCCP(CC(=O)O)/C(Cl)=C(/C)Cl.ClC(Cl)Cl
Net charge   0
Total energy   -3568.4931 hartree
HOMO energy   -8.903 eV